1.
Here is a cluster of 7 separate species, C4H22O9 in total at a distorted geometry from the Open Molecules 2025 dataset. Energies are from ωB97M-V/def2-TZVPD.

XYZ file:
```
35
Properties=species:S:1:pos:R:3:mulliken_charge:R:1
O -1.38 3.61 5.44 -0.62
O -1.61 11.79 3.01 -0.57
O -4.79 9.55 0.06 -0.23
O -2.43 6.38 5.00 -0.56
O -6.63 7.25 -0.70 -0.48
O -2.33 9.47 4.30 -0.47
O -4.55 4.35 4.85 -0.62
O -4.09 11.70 7.99 -0.64
O -1.15 7.43 2.65 -0.67
C -2.45 7.58 5.78 -0.72
C -5.63 8.93 0.97 -0.24
C -3.24 8.73 5.12 0.14
C -5.93 7.47 0.55 -0.19
H -2.00 10.99 3.36 0.47
H -1.62 4.51 5.21 0.40
H -1.79 6.55 4.29 0.37
H -5.25 9.80 -0.75 0.42
H -5.27 4.94 4.63 0.28
H -2.96 7.50 6.74 0.47
H -6.82 6.31 -0.75 0.34
H -0.69 11.56 2.84 0.30
H -3.90 8.49 4.28 0.01
H -1.46 7.84 6.15 0.38
H -3.88 4.92 5.22 0.34
H -4.05 10.91 7.45 0.31
H -4.98 6.93 0.52 0.32
H -1.70 8.91 3.83 0.39
H -5.15 8.95 1.95 0.16
H -0.67 6.75 2.17 0.28
H -1.62 3.53 6.37 0.31
H -1.51 7.99 1.97 0.27
H -4.26 11.37 8.88 0.31
H -6.54 9.50 1.19 0.36
H -6.64 7.11 1.29 0.32
H -3.77 9.27 5.90 0.06
```

Output
Expectation value of S²: 0.755
Spin multiplicity: 2
Total charge: +1
LUMO energy (spin up / spin down), eV: -3.45 / -10.69
Total energy, eV: -22919.5912
HOMO-LUMO gap (spin up / spin down), eV: 9.68 / 2.43

2.
Here is a cluster of 7 separate species, C4H23N2O6 in total at a distorted geometry from the Open Molecules 2025 dataset. Energies are from ωB97M-V/def2-TZVPD.

XYZ file:
```
35
Properties=species:S:1:pos:R:3:mulliken_charge:R:1
O 0.31 1.34 -2.01 -0.60
O -1.38 3.46 -0.79 -0.64
O -1.07 -2.42 3.50 -0.67
O -0.18 0.19 -4.33 -0.63
O -3.70 -2.02 -0.42 -0.62
O 3.60 -1.66 -2.56 -0.69
N 1.34 -1.30 -0.60 -0.02
N 0.37 -1.55 1.54 0.01
C -0.35 -0.26 1.53 -0.59
C 1.09 -1.92 0.53 0.12
C 0.08 2.31 1.89 -0.81
C 0.63 0.81 1.96 -0.37
H 0.74 -0.54 -0.92 0.09
H -1.76 4.34 -0.78 0.27
H 0.36 0.98 -4.47 0.28
H 0.94 0.90 3.05 0.26
H 1.61 0.63 1.47 0.36
H 2.23 -1.36 -1.08 0.16
H -1.26 -0.46 2.14 0.28
H -4.00 -2.24 -1.30 0.31
H 0.28 -2.08 2.45 0.26
H 1.80 -2.77 0.80 0.33
H -1.52 -2.06 4.29 0.33
H -1.82 3.07 -1.55 0.32
H -0.74 0.64 -3.68 0.36
H 4.38 -1.67 -2.00 0.33
H -0.41 2.37 0.89 0.03
H 0.11 2.21 -1.63 0.29
H -1.84 -2.80 3.05 0.33
H 1.04 2.76 1.57 0.31
H 3.67 -1.00 -3.26 0.32
H 0.86 1.45 -2.79 0.31
H -0.23 2.88 2.73 0.41
H -4.39 -2.13 0.24 0.31
H -0.78 -0.10 0.53 0.26
```

Output
Total charge: +1
LUMO energy, eV: -2.43
Total energy, eV: -19779.7506
HOMO-LUMO gap, eV: 11.03

3.
Here is a cluster of 6 separate species, C4H23N2O6 in total at a distorted geometry from the Open Molecules 2025 dataset. Energies are from ωB97M-V/def2-TZVPD.

XYZ file:
```
35
Properties=species:S:1:pos:R:3:mulliken_charge:R:1
O -1.45 0.86 -0.74 -0.45
O -2.23 3.16 0.07 -0.69
O -1.63 -0.54 3.12 -0.59
O 1.97 -0.68 -2.49 -0.67
O 0.81 1.59 -2.53 -0.72
O 0.75 2.45 0.47 -0.55
N 1.68 -2.18 -0.25 -0.20
N 1.89 -0.71 1.98 -0.60
C 0.36 -1.67 0.41 -0.07
C 0.86 -0.31 1.00 -0.22
C -1.85 -0.48 -0.59 -0.48
C -0.67 -1.48 -0.73 -0.80
H 0.03 2.74 -0.10 0.24
H -2.17 -1.13 2.59 0.31
H 2.15 -1.09 -3.34 0.26
H -2.29 -0.66 0.38 0.10
H -2.63 -0.64 -1.32 0.47
H -1.17 -2.47 -0.84 0.34
H -1.84 1.52 -0.09 0.35
H 1.67 -3.20 -0.28 0.40
H -0.09 1.43 -2.22 0.30
H 1.89 -1.83 -1.25 0.30
H -2.82 3.15 0.83 0.31
H 2.45 0.05 2.31 0.22
H 1.28 2.08 -1.84 0.36
H -2.06 -0.35 3.95 0.29
H -0.10 -2.39 1.07 0.38
H 0.03 0.36 1.43 0.13
H 1.06 3.33 0.72 0.29
H 1.53 -1.39 2.65 0.20
H 1.40 0.28 0.25 0.34
H 2.45 -1.92 0.39 0.43
H 1.70 0.27 -2.58 0.38
H -0.18 -1.26 -1.69 0.30
H -2.78 3.14 -0.72 0.34
```

Output
Total charge: +1
LUMO energy, eV: -2.41
Total energy, eV: -19780.5302
HOMO-LUMO gap, eV: 10.13

4.
Here is a cluster of 7 separate species, C4H23N2O7 in total at a distorted geometry from the Open Molecules 2025 dataset. Energies are from ωB97M-V/def2-TZVPD.

XYZ file:
```
36
Properties=species:S:1:pos:R:3:mulliken_charge:R:1
O -2.48 -0.40 -2.19 -0.74
O -0.80 -0.86 -0.18 -0.90
O -1.99 2.19 -1.47 -0.69
O 3.43 0.32 1.30 -0.68
O 2.62 0.52 -1.23 -0.82
O 0.64 2.50 -1.08 -0.71
O 2.30 -1.87 -2.60 -0.69
N 0.77 0.76 1.21 -0.02
N -2.65 -1.88 0.58 -0.36
C -0.71 -1.61 2.06 -0.96
C -0.74 -0.32 2.89 -0.50
C -0.41 0.96 2.10 -0.81
C -1.41 -1.44 0.74 0.81
H -2.53 2.78 -2.00 0.27
H -3.19 -2.27 1.35 0.23
H -2.21 1.27 -1.69 0.42
H 3.15 -2.24 -2.33 0.32
H -1.69 -0.63 -1.66 0.46
H -0.22 1.78 2.78 0.44
H 0.31 -1.90 1.84 0.30
H -2.36 -0.72 -3.11 0.33
H -0.04 -0.39 3.72 0.38
H 3.29 0.34 0.33 0.42
H -1.14 -2.42 2.64 0.44
H 1.91 1.20 -1.36 0.38
H 4.29 0.61 1.48 0.30
H 2.39 -1.68 -3.53 0.32
H 0.86 3.31 -1.53 0.29
H 2.32 -0.30 -1.68 0.45
H 0.95 1.58 0.62 0.34
H -0.30 2.32 -1.30 0.38
H 0.54 0.02 0.52 0.26
H 1.61 0.48 1.72 0.48
H -1.23 1.26 1.45 0.31
H -1.72 -0.15 3.31 0.35
H -3.15 -1.69 -0.27 0.22
```

Output
Total charge: +1
LUMO energy, eV: -2.26
Total energy, eV: -21830.9288
HOMO-LUMO gap, eV: 11.93

5.
Here is a cluster of 7 separate species, C4H23N2O8 in total at a distorted geometry from the Open Molecules 2025 dataset. Energies are from ωB97M-V/def2-TZVPD.

XYZ file:
```
37
Properties=species:S:1:pos:R:3:mulliken_charge:R:1
O -1.97 2.29 0.52 -0.63
O 1.00 0.77 -3.57 -0.61
O -0.51 -3.14 -2.51 -0.48
O -3.13 -0.04 2.43 -0.63
O 1.70 3.14 1.68 -0.56
O 1.19 -1.73 -2.25 -0.51
O -0.85 1.14 3.23 -0.68
O 3.54 -1.97 -0.44 -0.59
N -0.98 0.28 -1.71 -0.31
N 0.73 0.55 1.03 -0.06
C 0.69 -0.95 0.67 -0.75
C 0.01 -1.98 -2.12 0.19
C -0.66 -1.36 0.15 -0.71
C -0.96 -1.11 -1.33 0.39
H 3.86 -1.95 -1.33 0.28
H -1.47 -0.99 0.78 0.12
H 1.64 -1.17 0.20 0.36
H 1.45 0.98 -4.40 0.30
H -1.13 2.04 3.43 0.30
H -1.73 0.73 3.11 0.35
H 2.33 3.78 1.32 0.28
H 0.92 -1.34 1.67 0.42
H -3.51 0.35 1.63 0.30
H 0.18 -3.77 -2.76 0.38
H -3.82 -0.53 2.85 0.29
H -2.03 1.57 -0.14 0.28
H 0.83 1.21 0.30 0.38
H -0.68 -2.44 0.31 0.51
H -0.18 0.83 -1.46 0.06
H 1.56 3.44 2.55 0.29
H -1.29 0.42 -2.64 0.28
H 4.08 -2.35 0.26 0.28
H 1.63 0.30 -3.02 0.28
H -1.94 -1.55 -1.50 0.37
H -0.17 0.87 1.43 0.10
H 1.44 0.67 1.74 0.39
H -1.78 3.01 -0.10 0.30
```

Output
Total charge: +1
LUMO energy, eV: -2.49
Total energy, eV: -23876.4475
HOMO-LUMO gap, eV: 10.23

6.
Here is a cluster of 8 separate species, C4H23NO9 in total at a distorted geometry from the Open Molecules 2025 dataset. Energies are from ωB97M-V/def2-TZVPD.

XYZ file:
```
37
Properties=species:S:1:pos:R:3:mulliken_charge:R:1
O -1.53 0.58 -1.35 -0.43
O -1.10 -1.45 -2.18 -0.75
O 1.31 1.64 3.52 -0.70
O 2.70 0.08 1.82 -0.67
O 0.36 1.41 -2.87 -0.75
O 1.62 -1.80 0.22 -0.65
O 1.38 -1.06 -3.22 -0.68
O 2.55 1.42 -1.24 -0.68
O -0.07 2.19 1.12 -0.66
N -0.69 -0.52 1.67 -0.31
C -2.20 -1.34 -0.08 -0.73
C -2.08 -0.43 1.25 0.27
C -1.58 -0.75 -1.32 0.58
C -3.09 -0.80 2.28 -1.63
H 2.93 0.57 -0.97 0.28
H 2.08 0.74 2.20 0.47
H 0.60 -1.51 -2.85 0.39
H -4.12 -0.87 1.93 0.40
H 1.85 -1.07 0.84 0.34
H -0.09 -0.74 0.90 0.16
H 1.39 -1.50 -4.08 0.31
H 2.33 1.82 -0.39 0.33
H 0.00 2.71 0.31 0.22
H 1.12 1.73 -2.33 0.42
H -1.58 -2.26 0.11 0.27
H 0.51 1.32 3.07 0.27
H -0.57 1.38 0.86 0.25
H 0.72 0.62 -3.33 0.40
H 3.31 -0.09 2.55 0.26
H -2.96 -0.09 3.11 0.37
H 2.03 -1.54 -0.62 0.30
H -1.01 0.96 -2.16 0.43
H -3.21 -1.75 -0.25 0.48
H -2.16 0.53 0.76 0.44
H -2.79 -1.78 2.68 0.38
H -0.48 -1.13 2.45 0.28
H 1.10 2.57 3.65 0.33
```

Output
Total charge: 0
LUMO energy, eV: 0.40
Total energy, eV: -24440.1192
Structure (SMILES): C[C@@H](N)CC(=O)O.O.O.O.O.O.O.O
HOMO-LUMO gap, eV: 9.75

Question: Number 4 is which compound?
Answer: C4H23N2O7

Question: The highest total energy belongs to which entry?
Answer: number 2

What did the fourth record say?
Here is a cluster of 7 separate species, C4H23N2O7 in total at a distorted geometry from the Open Molecules 2025 dataset. Energies are from ωB97M-V/def2-TZVPD.

XYZ file:
```
36
Properties=species:S:1:pos:R:3:mulliken_charge:R:1
O -2.48 -0.40 -2.19 -0.74
O -0.80 -0.86 -0.18 -0.90
O -1.99 2.19 -1.47 -0.69
O 3.43 0.32 1.30 -0.68
O 2.62 0.52 -1.23 -0.82
O 0.64 2.50 -1.08 -0.71
O 2.30 -1.87 -2.60 -0.69
N 0.77 0.76 1.21 -0.02
N -2.65 -1.88 0.58 -0.36
C -0.71 -1.61 2.06 -0.96
C -0.74 -0.32 2.89 -0.50
C -0.41 0.96 2.10 -0.81
C -1.41 -1.44 0.74 0.81
H -2.53 2.78 -2.00 0.27
H -3.19 -2.27 1.35 0.23
H -2.21 1.27 -1.69 0.42
H 3.15 -2.24 -2.33 0.32
H -1.69 -0.63 -1.66 0.46
H -0.22 1.78 2.78 0.44
H 0.31 -1.90 1.84 0.30
H -2.36 -0.72 -3.11 0.33
H -0.04 -0.39 3.72 0.38
H 3.29 0.34 0.33 0.42
H -1.14 -2.42 2.64 0.44
H 1.91 1.20 -1.36 0.38
H 4.29 0.61 1.48 0.30
H 2.39 -1.68 -3.53 0.32
H 0.86 3.31 -1.53 0.29
H 2.32 -0.30 -1.68 0.45
H 0.95 1.58 0.62 0.34
H -0.30 2.32 -1.30 0.38
H 0.54 0.02 0.52 0.26
H 1.61 0.48 1.72 0.48
H -1.23 1.26 1.45 0.31
H -1.72 -0.15 3.31 0.35
H -3.15 -1.69 -0.27 0.22
```

Output
Total charge: +1
LUMO energy, eV: -2.26
Total energy, eV: -21830.9288
HOMO-LUMO gap, eV: 11.93